Formula: C17H21NO7
Source: the Open Molecules 2025 dataset
Level of theory: wB97M-V/def2-TZVPD

Computed properties:
LUMO energy: 0.46 eV
Relative energy (zero: lowest compared OMol25 entry of this formula, charge and spin): 125.2 kJ/mol
Orbital gap: 8.87 eV
Largest force on an atom: 0.98 eV/A
2S+1: 1
E_HOMO: -8.41 eV
Structure (SMILES): CCOc1ccc(C(=O)NCC(=O)O[C@@H]2CCOC2=O)cc1OCC

Each atom is followed by the atoms it is bonded to, with distances in Å.
Positions of all 46 atoms, in Å:
1 C 6.4968 2.0720 -0.3565  C2 1.521, H26 1.086, H27 1.087, H28 1.086
2 C 5.3954 1.0274 -0.2552  C1 1.521, O3 1.419, H29 1.096, H30 1.095
3 O 4.1610 1.7217 -0.3365  C2 1.419, C4 1.352
4 C 2.9622 1.1015 -0.2538  O3 1.352, C5 1.395, C22 1.412
5 C 1.8740 1.9751 -0.2589  C4 1.395, C6 1.376, H31 1.078
6 C 0.5768 1.5219 -0.1852  C5 1.376, C7 1.390, H32 1.078
7 C 0.3264 0.1563 -0.1268  C6 1.390, C8 1.478, C21 1.393
8 C -1.0771 -0.3013 -0.0541  C7 1.478, O9 1.220, N10 1.364
9 O -1.9785 0.3816 0.4050  C8 1.220
10 N -1.3239 -1.5628 -0.5107  C8 1.364, C11 1.448, H33 1.006
11 C -2.7021 -2.0049 -0.5437  N10 1.448, C12 1.529, H34 1.094, H35 1.090
12 C -3.5776 -0.8798 -1.0974  C11 1.529, O13 1.200, O14 1.332
13 O -3.3407 -0.2832 -2.1117  C12 1.200
14 O -4.6472 -0.6888 -0.3269  C12 1.332, C15 1.428
15 C -5.4698 0.4309 -0.6586  O14 1.428, C16 1.525, C19 1.543, H36 1.094
16 C -4.9437 1.7092 -0.0141  C15 1.525, C17 1.532, H37 1.089, H38 1.088
17 C -5.6720 1.7175 1.3332  C16 1.532, O18 1.426, H39 1.094, H40 1.091
18 O -6.8704 0.9677 1.1459  C17 1.426, C19 1.330
19 C -6.8200 0.2102 0.0543  C15 1.543, O18 1.330, O20 1.194
20 O -7.6972 -0.5186 -0.2977  C19 1.194
21 C 1.4016 -0.7297 -0.1149  C7 1.393, C22 1.387, H41 1.078
22 C 2.7148 -0.2865 -0.1688  C4 1.412, C21 1.387, O23 1.373
23 O 3.7969 -1.1315 -0.1744  C22 1.373, C24 1.413
24 C 3.6398 -2.4942 0.1653  O23 1.413, C25 1.526, H42 1.097, H43 1.094
25 C 3.3547 -2.7101 1.6484  C24 1.526, H44 1.087, H45 1.086, H46 1.087
26 H 7.4682 1.5896 -0.2995  C1 1.086
27 H 6.4058 2.7895 0.4543  C1 1.087
28 H 6.4175 2.6052 -1.2998  C1 1.086
29 H 5.4663 0.4919 0.6980  C2 1.096
30 H 5.4796 0.3033 -1.0722  C2 1.095
31 H 2.0923 3.0295 -0.3168  C5 1.078
32 H -0.2537 2.2094 -0.1800  C6 1.078
33 H -0.6745 -1.9812 -1.1554  N10 1.006
34 H -3.0451 -2.2440 0.4669  C11 1.094
35 H -2.7912 -2.8817 -1.1849  C11 1.090
36 H -5.5775 0.4875 -1.7459  C15 1.094
37 H -5.2153 2.5748 -0.6165  C16 1.089
38 H -3.8631 1.6677 0.1087  C16 1.088
39 H -5.0788 1.2269 2.1109  C17 1.094
40 H -5.9568 2.7155 1.6690  C17 1.091
41 H 1.2024 -1.7861 -0.0322  C21 1.078
42 H 2.8700 -2.9681 -0.4567  C24 1.097
43 H 4.6046 -2.9385 -0.0953  C24 1.094
44 H 4.1562 -2.2806 2.2443  C25 1.087
45 H 3.2931 -3.7746 1.8568  C25 1.086
46 H 2.4199 -2.2376 1.9402  C25 1.087

Mulliken atomic charge list, values in e, 6 entries: -1.441 -0.124 -0.420 0.227 -0.545 -1.040